The following is a quantum chemistry calculation of a structure of composition C25H29AuN5PSe at a distorted geometry, from the OMol25 dataset.

Geometry as ORCA input:
```
! wB97M-V def2-TZVPD RIJCOSX def2/J DEFGRID3
* xyz 2 3
Au -1.50205 1.11647 -1.36110
N -2.63691 -1.57428 -0.03413
P -1.03849 -0.93507 -0.16609
C -0.01973 -2.16168 -1.00529
C 1.37058 -2.16708 -0.86607
C 2.05069 -3.13124 -1.54701
C 1.42432 -4.10354 -2.31291
C 0.07429 -4.05270 -2.51785
C -0.68050 -3.08203 -1.82712
C -0.49606 -0.69497 1.60268
C 0.19694 -1.73790 2.15135
C 0.60708 -1.69242 3.53017
C 0.21900 -0.62305 4.28610
C -0.61963 0.40669 3.75917
C -0.87802 0.39756 2.40413
C -3.72926 -0.80325 -0.27493
C -5.00569 -1.26275 0.09024
C -6.07795 -0.44054 -0.10941
C -5.94507 0.79870 -0.72725
C -4.70137 1.13170 -1.18965
N -3.56149 0.39241 -0.93039
H -2.79392 -2.35430 0.58285
H 1.86601 -1.43880 -0.20182
H 3.15204 -3.16247 -1.53404
H 2.03333 -4.80461 -2.88358
H -0.40241 -4.70414 -3.22236
H -1.76033 -3.04279 -2.02873
H 0.49879 -2.62904 1.61523
H 1.19420 -2.47766 3.99443
H 0.49703 -0.53193 5.32282
H -0.90808 1.16488 4.43259
H -1.45974 1.20067 1.96090
H -5.07434 -2.23286 0.52841
H -7.04412 -0.81003 0.20724
H -6.76324 1.50525 -0.79593
H -4.56505 2.12431 -1.69926
N 0.60247 1.70161 -1.76264
C 1.08054 2.81280 -2.61857
C 0.35645 4.10537 -2.20893
C -1.08218 4.15923 -2.70678
N -2.02881 3.23522 -1.99953
H 0.92275 1.93205 -0.82811
H 1.11912 0.86777 -2.06434
H 0.92782 2.58720 -3.69130
H 2.18576 2.86668 -2.47043
H 0.90211 4.93447 -2.77014
H 0.39387 4.23953 -1.13096
H -1.09789 3.94847 -3.75336
H -1.51395 5.16324 -2.62872
H -2.83487 3.08073 -2.57856
H -2.32976 3.74496 -1.14121
Se 3.98044 1.35617 -0.08273
C 4.51789 0.30184 1.40393
C 5.86373 0.46992 1.76255
C 6.35592 -0.33023 2.81449
N 5.60177 -1.18900 3.56279
C 4.35036 -1.28640 3.24029
C 3.76502 -0.59853 2.16226
H 6.57833 1.19555 1.30398
H 7.43822 -0.22797 3.12257
H 3.72518 -1.92512 3.89703
H 2.69884 -0.73303 1.93303
*
```

## Properties
E_HOMO (spin up / spin down) ... -13.424 / -13.168 eV
Gap between HOMO and LUMO (spin up / spin down) ... 7.8523 / 5.8086 eV
DFT total energy ... -4121.7395 Eh